Entry from the Open Molecules 2025 dataset: a structure of composition C38H53B2CeF5N8O7SSeSi in a non-equilibrium geometry (the ωB97M-V functional and the def2-TZVPD basis).

The geometry in ORCA input format:
```
! wB97M-V def2-TZVPD RIJCOSX def2/J DEFGRID3
* xyz 2 1
Se -0.908 -4.267 1.038
H -0.737 -8.448 3.152
C 4.792 -0.466 3.320
H 4.796 5.960 2.860
N 3.140 1.868 1.985
O -10.906 8.823 -6.708
H 1.630 -8.200 2.191
C 0.992 3.742 -1.475
N -0.617 0.542 -0.083
H -0.257 -2.819 -1.314
H -2.947 5.355 -0.949
Si 4.134 0.444 1.848
H 1.196 -8.205 4.893
N 1.000 -4.410 -1.032
H -2.637 4.881 -2.536
C 0.536 -7.333 4.656
H -0.734 -1.999 -4.189
H -0.863 -6.743 3.083
C 0.134 -3.624 -1.921
H 6.321 0.144 0.658
H -3.335 1.635 3.178
H 0.814 -3.162 -2.655
H -4.824 4.586 0.133
F 1.749 2.086 4.293
H 1.166 -6.430 4.707
H -0.688 -5.064 -3.243
C -1.872 0.558 0.257
C -4.225 2.914 -2.782
C 2.097 -5.221 -1.390
H -1.585 -4.931 -1.664
H 5.760 -0.909 3.148
C 4.119 5.209 3.145
N -3.353 4.997 -1.845
H -3.061 -3.834 -3.439
C -6.215 3.169 -0.702
C 3.351 2.967 2.788
H 4.134 -7.062 0.699
H 3.222 -1.636 0.902
H 1.141 -5.372 2.742
H -7.010 3.300 0.013
H 2.166 -5.065 -3.541
C 0.666 -4.692 0.276
C -5.126 3.933 -0.712
F -1.767 5.199 3.094
H -0.388 6.307 0.269
F -1.974 4.379 1.005
C 5.533 0.924 0.695
C 0.864 -7.427 2.046
C -2.107 -3.365 -3.109
H 4.285 -6.589 -3.583
H 4.825 0.301 4.116
C 2.619 3.127 3.996
H 1.958 -0.798 1.618
H -2.974 -1.202 -0.510
H 2.611 -0.402 -0.056
F -0.076 0.100 -3.552
H 1.179 6.796 -0.457
H -4.067 0.595 1.925
C 3.751 -6.353 -2.647
H 5.103 -7.618 -1.440
H 4.644 3.995 1.472
O 1.269 1.618 -2.343
C -4.208 3.931 -1.778
C 3.714 -6.623 -0.220
B -1.239 4.277 2.231
H 1.880 3.597 -3.387
H -2.327 -2.303 -4.932
C 0.291 6.083 -0.518
H -3.920 0.313 -0.399
H 5.247 1.013 -0.350
C -1.099 -4.353 -2.480
H 1.878 4.402 5.608
S -9.835 9.143 -5.805
C -0.104 -7.539 3.217
F -1.064 1.954 -2.566
N 1.187 2.469 -1.220
B -0.053 0.927 -2.416
N 1.710 -5.418 0.814
N -1.102 1.991 1.863
C 4.133 4.029 2.409
H 1.835 5.270 -2.713
C 2.595 -5.782 -0.208
H -1.097 -3.515 -5.023
C 3.408 5.305 4.367
C 1.254 4.351 -2.827
H -2.361 -2.590 -2.385
O -0.264 -0.061 -1.298
O -1.323 2.926 2.856
C -2.933 -0.069 -0.622
O -7.422 1.589 -1.989
H 0.397 -7.634 1.031
N 0.610 4.015 0.845
H -0.295 -7.369 5.389
C 4.243 -6.921 -1.469
Ce 1.060 1.799 1.131
H 2.675 -6.267 2.515
H -2.651 0.054 -1.657
C -2.149 1.356 1.414
O 0.147 4.686 1.904
O -10.008 10.418 -5.144
C 2.536 4.285 4.737
H 0.349 4.513 -3.447
H -5.328 1.221 -3.486
C -5.241 2.020 -2.769
C 2.839 -0.633 0.973
C 1.652 -6.064 2.083
C -3.442 1.491 2.122
C 2.639 -5.497 -2.621
C -6.360 2.235 -1.808
H 4.053 -1.198 3.687
H -0.174 6.291 -1.514
C 0.667 4.603 -0.387
H 5.984 1.822 1.041
H 3.588 6.138 5.034
H -3.441 2.943 -3.552
H -4.052 2.314 1.774
C -1.526 -2.746 -4.381
*
```

Its gap between HOMO and LUMO is 2.3 eV. The calculation puts the LUMO energy at -8.54 eV. For the total energy, the calculation gives -6557.43115 a.u.